Entry from the Open Molecules 2025 dataset: an isolated ion of composition C4H7N2O and charge +1 at a distorted geometry (ωB97M-V/def2-TZVPD).

```
14
Properties=species:S:1:pos:R:3:forces:R:3:mulliken_charge:R:1
C 0.2054 -1.8433 -0.6309 -2.1 3.2 -0.9 -1.043
C 0.1894 -0.7664 0.4532 1.6 -1.1 1.5 0.233
C -0.7976 0.2558 0.5565 3.8 1.9 -1.7 0.219
N -1.9794 0.6217 0.8566 -0.5 0.4 0.4 -0.341
N 0.3634 0.6833 0.0866 -1.1 1.3 -0.7 -0.322
C 1.4419 1.8856 -0.6875 -0.3 -0.1 1.0 0.184
O 2.2094 1.5276 -1.4635 -0.4 -0.7 -0.1 -0.192
H -0.8161 -2.0119 -1.1131 1.4 -0.1 0.9 0.328
H 0.7275 -2.6796 -0.3377 0.8 -2.0 0.6 0.336
H 0.7823 -1.2590 -1.3364 0.3 -0.7 -0.9 0.269
H 0.7703 -0.8634 1.4112 -0.7 -1.0 -1.0 0.369
H -2.3676 -0.0753 1.4478 -1.5 -0.1 0.6 0.300
H -2.1226 1.6104 1.0023 -0.6 0.0 0.0 0.294
H 1.3934 2.9145 -0.2453 -0.8 -1.0 0.1 0.366
```
Positions in Å, forces in eV/Å.

Output
SMILES = C[C@@H]1C(=[NH2+])N1C=O
HOMO energy = -0.5523 hartree
Frontier orbital gap = 10.816 eV
Multiplicity = 1
Net charge = +1
Energy relative to the best compared isomer or geometry (same formula, charge and spin) = 85.45 kcal/mol

Entry from the Open Molecules 2025 dataset: one molecule with the formula C4H7N2P at a distorted geometry (ωB97M-V/def2-TZVPD).

```
14
Properties=species:S:1:pos:R:3:forces:R:3:mulliken_charge:R:1
C -0.3700 -0.7966 1.0810 -1.2 -1.7 2.8 -0.845
C -0.8319 -0.2849 -0.1945 1.7 -0.4 -1.8 -0.848
C 0.2907 0.2679 -0.9523 1.7 1.3 -2.0 0.330
C 0.7631 1.5800 -0.8798 0.9 0.1 2.0 -0.394
N 1.8730 1.8733 -1.4983 -0.2 0.5 -1.4 -0.588
N 2.1893 0.8588 -2.3050 1.0 0.8 -0.7 0.052
P 1.2764 -0.5582 -2.1590 -0.7 0.7 0.6 -0.054
H 0.5935 -1.2961 0.9667 0.1 0.4 0.2 0.355
H -1.0850 -1.6832 1.4216 1.2 2.2 0.0 0.257
H -0.3104 0.1120 1.7655 0.0 -1.7 -0.2 0.271
H -1.6760 0.2988 -0.2152 -1.8 1.9 0.5 0.445
H -1.0483 -0.9832 -0.9168 -1.4 -2.9 -0.9 0.373
H 0.5253 2.3261 -0.1353 -0.7 0.0 0.0 0.385
H 2.8416 1.2139 -3.0335 -0.5 -1.3 0.8 0.260
```
Positions in Å, forces in eV/Å.

Output
SMILES = CCc1cn[nH]p1
HOMO energy = -0.3237 hartree
Frontier orbital gap = 9.494 eV
Multiplicity = 1
Energy relative to the best compared isomer or geometry (same formula, charge and spin) = 22.15 kcal/mol

Entry from the Open Molecules 2025 dataset: an isolated ion of composition C4H7N2S and charge +1 at a distorted geometry (ωB97M-V/def2-TZVPD).

```
14
Properties=species:S:1:pos:R:3:forces:R:3:mulliken_charge:R:1
C -0.6307 0.7532 1.2557 -1.6 1.0 -0.2 -1.175
C 0.2333 0.6650 0.0029 -0.1 -1.8 0.6 0.496
N 0.7450 -0.7079 -0.2794 -0.4 0.9 -0.6 -0.117
C 0.6129 -0.9988 -1.5477 -1.4 -1.8 -0.4 -0.037
N -0.0518 -0.0119 -2.1746 -0.2 0.1 -1.8 -0.033
C -0.4371 1.0073 -1.2883 -1.0 0.0 0.4 -0.256
S -1.5713 2.1129 -1.4954 0.3 0.1 -0.5 -0.171
H -1.6659 0.4955 0.8379 1.1 0.7 1.4 0.343
H -0.5389 1.8038 1.6420 -0.7 -0.7 -0.8 0.310
H -0.4412 0.2054 2.1986 0.5 -0.5 -1.0 0.406
H 1.0992 1.2359 0.0715 1.7 1.4 0.3 0.285
H 0.9048 -1.2686 0.5253 0.7 -1.1 0.1 0.260
H 0.7556 -2.0353 -2.0532 0.2 2.1 1.1 0.363
H -0.4681 -0.0236 -3.1472 1.0 -0.2 1.5 0.327
```
Positions in Å, forces in eV/Å.

Output
SMILES = C[C@H]1NC=[NH+]C1=S
HOMO energy = -0.4943 hartree
Frontier orbital gap = 8.345 eV
Multiplicity = 1
Net charge = +1
Energy relative to the best compared isomer or geometry (same formula, charge and spin) = 21.71 kcal/mol